64
Properties=species:S:1:pos:R:3 method="wB97M-V/def2-TZVPD" total_charge=0 total_energy_ha=-1268.67157 de_lowest_ev=2.453 e_lumo_ev=0.5 homo_energy_ev=-9.17 smiles=COC[C@H](C)N.COC[C@H](C)N.OCCO.OCCO.OCCO orbital_gap_ev=9.691
C 0.3789 0.5414 4.9427
O -1.0007 0.7438 4.9479
C -1.5548 0.4006 6.1780
C -3.0902 0.8343 6.2604
C -3.3181 2.3077 5.8564
N -3.5811 0.4916 7.6344
H 0.5348 -0.4772 4.5873
H 0.8241 0.6239 5.9342
H 1.0055 1.2434 4.3926
H -1.3304 -0.6228 6.4787
H -1.0529 1.0644 6.8819
H -3.6746 0.3737 5.4639
H -3.1677 2.3174 4.7769
H -2.7312 3.0631 6.3789
H -4.3517 2.6481 5.9197
H -3.0583 -0.1770 8.1818
H -4.5429 0.1833 7.6247
C 1.1491 -1.2338 -7.0039
O 1.5697 0.0532 -6.4859
C 0.8735 0.4903 -5.3274
C 1.2550 -0.1377 -3.9597
C 0.6735 0.4828 -2.7042
N 2.6823 -0.1432 -3.8549
H 1.1495 -2.0161 -6.2449
H 1.9807 -1.4340 -7.6795
H 0.2683 -1.2808 -7.6443
H 1.0960 1.5559 -5.2710
H -0.2048 0.3800 -5.4416
H 0.8931 -1.1658 -3.9471
H 0.8571 -0.2089 -1.8821
H -0.4015 0.4000 -2.8644
H 0.9327 1.5134 -2.4618
H 3.2383 0.6999 -3.8485
H 2.9434 -0.3900 -4.7988
O -1.5911 -3.9879 -0.6539
C -2.1781 -3.3679 -1.8420
C -1.0917 -2.7645 -2.7107
O -1.6812 -1.8817 -3.6824
H -1.3234 -3.2566 -0.0925
H -2.7805 -4.1553 -2.2952
H -2.9264 -2.6204 -1.5785
H -0.5773 -3.5533 -3.2596
H -0.4410 -2.1743 -2.0654
H -2.0176 -2.4017 -4.4159
O 4.3305 2.2651 -2.2694
C 4.7487 1.4731 -1.1927
C 3.5912 0.6832 -0.7379
O 3.3651 -0.6105 -1.2530
H 4.1482 3.1852 -2.0652
H 5.5984 0.8528 -1.4779
H 5.1228 2.1703 -0.4430
H 2.6386 1.1947 -0.8757
H 3.4551 0.7979 0.3375
H 3.1760 -0.4702 -2.1836
O -1.5743 -0.9263 0.6236
C -0.5339 0.0770 0.8566
C -1.1272 1.3771 1.3898
O -1.9659 1.0240 2.5117
H -2.3447 -0.7164 1.1565
H 0.2108 -0.2203 1.5950
H 0.1336 0.2735 0.0176
H -1.8495 1.7514 0.6644
H -0.3338 2.0763 1.6540
H -1.4262 0.7808 3.2674

---

71
Properties=species:S:1:pos:R:3 method="wB97M-V/def2-TZVPD" total_charge=+4 total_energy_ha=-4113.17330 e_lumo_ev="-14.4 / -14.4" homo_energy_ev="-18.54 / -18.46" spin_multiplicity=2 s2=1.769 orbital_gap_ev="4.142 / 4.035"
Al 0.2063 -0.0234 1.1894
C 0.3675 5.2091 0.4795
S 0.8061 4.1696 1.9544
O 0.7069 2.7304 1.4366
C 2.5522 4.6272 2.1786
H 0.4517 6.2377 0.8301
H -0.5999 5.2241 -0.0226
H 1.0467 4.9817 -0.3421
H 2.6415 5.5965 2.6691
H 2.9597 4.8933 1.2033
H 3.2169 3.8952 2.6373
C 3.3981 2.6336 -2.6157
S 3.3297 2.0281 -0.8688
O 2.2278 0.9847 -0.7241
C 4.8496 0.9804 -0.7325
H 3.4135 1.7397 -3.2392
H 4.1908 3.3636 -2.7794
H 2.6067 3.3162 -2.9252
H 5.7328 1.4895 -1.1182
H 4.7639 0.1776 -1.4648
H 4.8759 0.7524 0.3331
C -4.3475 2.3793 1.7600
S -2.7978 2.7464 2.6180
O -1.7642 2.0967 1.6512
C -2.8005 4.5310 2.2286
H -4.7206 1.4517 2.1941
H -4.1283 2.1504 0.7171
H -5.1500 3.1169 1.7637
H -3.6714 4.9529 2.7302
H -2.8972 4.7232 1.1600
H -1.8349 5.0181 2.3648
C -2.8330 -4.5406 1.3076
S -1.1274 -4.0245 0.8355
O -1.1493 -2.5671 1.2804
C -0.0862 -4.9704 2.1100
H -2.9509 -5.6191 1.2030
H -3.5132 -4.0205 0.6330
H -2.9861 -4.0818 2.2844
H 0.5340 -4.3026 2.7080
H 0.6705 -5.6176 1.6666
H -0.8022 -5.5626 2.6798
C 3.3048 -4.2561 -0.3540
S 3.3873 -2.4338 -0.0558
O 2.1072 -2.0867 0.7505
C 4.7194 -2.5461 1.2136
H 2.7873 -4.7198 0.4859
H 4.2729 -4.7416 -0.2307
H 2.7775 -4.4217 -1.2935
H 5.7039 -2.7962 0.8183
H 4.2595 -3.2198 1.9367
H 4.8645 -1.5698 1.6760
C 0.8815 -0.3701 -3.4539
S 0.5299 -1.9455 -2.5300
O 0.0425 -1.6563 -1.1216
C -0.9589 -2.3813 -3.5617
H 0.8085 0.5569 -2.8853
H 0.2982 -0.2088 -4.3604
H 1.8706 -0.4784 -3.8990
H -1.3352 -3.3184 -3.1514
H -0.6957 -2.6156 -4.5931
H -1.7441 -1.6352 -3.4393
C -4.4515 0.0374 -1.8912
S -3.4602 -1.1088 -0.8148
O -2.3105 -0.3050 -0.2711
C -4.5857 -1.2973 0.5857
H -5.0777 -0.5488 -2.5638
H -3.7407 0.6364 -2.4605
H -5.2015 0.5300 -1.2723
H -4.7579 -0.3381 1.0740
H -4.1182 -1.9221 1.3468
H -5.5658 -1.7065 0.3407

---

75
Properties=species:S:1:pos:R:3 method="wB97M-V/def2-TZVPD" total_charge=+1 total_energy_ha=-1906.47141 de_lowest_ev=1.938 e_lumo_ev=-9.2 homo_energy_ev=-11.72 orbital_gap_ev=2.508
Be -1.8392 4.4632 0.7396
N -0.0902 1.1518 0.0399
O 0.0969 1.1980 -1.1618
O -0.7245 2.0807 0.6320
O 0.2704 0.1923 0.7106
C -1.2756 -5.2754 0.9501
C -1.1781 -3.9741 0.1946
O -0.7917 -2.9760 1.1317
O 0.0318 -5.6404 1.3676
H -1.7587 -6.1015 0.4247
H -1.8364 -5.0589 1.8691
H -2.0872 -3.7225 -0.3552
H -0.3741 -4.1039 -0.5408
H -0.7503 -2.1361 0.6612
H 0.0405 -6.3168 2.0469
C -0.6108 -1.9125 -3.1246
C -0.2129 -0.8095 -4.0992
O -1.0250 0.3864 -4.0335
O -0.9810 -1.3449 -1.8719
H 0.2066 -2.6256 -3.0165
H -1.5572 -2.3493 -3.4497
H 0.0123 -1.1819 -5.0931
H 0.6920 -0.3777 -3.6426
H -1.3950 0.3066 -3.1430
H -0.3160 -0.7177 -1.5613
C -3.6741 2.0492 -0.3591
C -4.2156 3.1191 -1.2363
O -3.5199 4.3620 -1.0364
O -3.4000 2.6043 0.9550
H -2.7634 1.5610 -0.7152
H -4.3237 1.2035 -0.1250
H -5.2872 3.3338 -1.1984
H -4.1175 2.9268 -2.3105
H -3.9340 5.1445 -1.4130
H -3.3940 1.8537 1.5717
C 3.0701 -0.7417 -2.0549
C 3.4234 -1.0610 -0.6133
O 4.5208 -0.2788 -0.1800
O 4.2211 -0.7801 -2.8676
H 2.5511 0.2184 -2.1320
H 2.4275 -1.5789 -2.3401
H 3.5104 -2.1332 -0.4050
H 2.5803 -0.8154 0.0583
H 4.9264 -0.6589 0.6032
H 4.9662 -0.4497 -2.3517
C -2.5456 -0.5283 2.7920
C -2.1477 -1.0428 4.1636
O -3.0466 -2.0459 4.5563
O -3.7499 0.2908 2.8799
H -2.6828 -1.4524 2.2263
H -1.8429 0.2144 2.4219
H -2.1033 -0.1695 4.8284
H -1.1196 -1.4035 4.0551
H -2.7352 -2.4517 5.3700
H -4.3426 -0.2282 3.4393
C 3.3505 3.7175 -4.1024
C 2.0210 3.0412 -4.1142
O 1.4493 3.0237 -2.8046
O 3.2660 5.1271 -3.8165
H 3.6855 3.7239 -5.1465
H 4.1212 3.2768 -3.4719
H 2.0906 2.0762 -4.6312
H 1.2295 3.5416 -4.6855
H 0.6992 2.4376 -2.6889
H 3.6462 5.6232 -4.5420
C 1.4690 -0.2936 4.2432
C 2.2951 -0.0758 5.5001
O 3.1162 1.0720 5.3273
O 2.1924 -0.1762 3.0363
H 0.6016 0.3693 4.3055
H 1.1422 -1.3421 4.2662
H 2.8507 -0.9627 5.8234
H 1.7335 0.2342 6.3829
H 3.5868 1.1094 4.4899
H 1.6561 0.2611 2.3713

---

71
Properties=species:S:1:pos:R:3 method="wB97M-V/def2-TZVPD" total_charge=+2 total_energy_ha=-5512.30187 de_lowest_ev=1.899 e_lumo_ev="-3.8 / -5.8" homo_energy_ev="-13.44 / -13.43" spin_multiplicity=2 s2=0.751 orbital_gap_ev="9.606 / 7.666"
Cu 0.8478 -23.6781 -3.9514
C 5.2122 -22.4927 -3.9650
S 4.1518 -23.2265 -5.2907
O 2.7450 -23.4164 -4.7340
C 4.0048 -21.6820 -6.2589
H 4.9861 -23.1044 -3.0916
H 4.8199 -21.4788 -3.8863
H 6.2784 -22.4784 -4.1912
H 4.9875 -21.3584 -6.6019
H 3.4115 -20.9965 -5.6538
H 3.3808 -21.9137 -7.1220
C 3.8280 -25.5283 -0.5291
S 3.1179 -25.9948 -2.1764
O 2.1373 -24.8678 -2.6764
C 2.3514 -27.6093 -1.8354
H 4.7176 -24.9050 -0.6201
H 4.1124 -26.4751 -0.0700
H 3.1266 -24.9935 0.1113
H 1.8829 -28.0527 -2.7141
H 1.5798 -27.6682 -1.0678
H 3.0685 -28.3475 -1.4766
C -1.3837 -27.9175 -4.3955
S -1.3733 -26.0972 -4.5088
O 0.0208 -25.5426 -4.3277
C -1.6977 -25.9608 -6.2882
H -2.3005 -28.2423 -4.8875
H -1.3171 -28.3672 -3.4048
H -0.6460 -28.2442 -5.1284
H -2.4452 -26.6770 -6.6295
H -0.7761 -25.8709 -6.8633
H -2.1488 -24.9769 -6.4174
C -0.6208 -22.7841 -8.4238
S 0.7998 -22.6277 -7.2734
O 0.3941 -23.3981 -6.0503
C 1.8857 -23.9444 -8.0408
H -0.6309 -23.8439 -8.6781
H -0.7112 -22.1160 -9.2803
H -1.5143 -22.7535 -7.8002
H 1.3529 -24.8792 -8.2149
H 2.8121 -24.3428 -7.6271
H 2.1208 -23.6341 -9.0589
C -1.7489 -22.8910 0.2196
S -1.1448 -24.1717 -1.0070
O 0.1335 -23.5298 -1.6594
C -0.3364 -25.2472 0.2316
H -1.0319 -22.7746 1.0323
H -2.6535 -23.3288 0.6416
H -2.0380 -22.0173 -0.3644
H 0.3288 -25.8494 -0.3872
H -1.0753 -25.8279 0.7838
H 0.2577 -24.7452 0.9952
C 2.4803 -20.6977 -1.2954
S 1.9970 -20.4374 -3.0793
O 1.2490 -21.6592 -3.5619
C 0.9840 -18.9376 -3.1889
H 3.5638 -20.6088 -1.3742
H 2.2169 -21.6858 -0.9181
H 2.0885 -19.8774 -0.6940
H 0.2741 -18.9020 -4.0152
H 1.7043 -18.1372 -3.3577
H 0.4752 -18.8257 -2.2314
C -3.5880 -21.9812 -3.1117
S -1.9070 -21.6102 -3.7520
O -1.1558 -22.9749 -3.9499
C -2.4670 -20.9684 -5.4466
H -3.4012 -22.1358 -2.0490
H -4.1982 -22.7847 -3.5242
H -4.2395 -21.1088 -3.1609
H -1.6450 -20.9081 -6.1599
H -2.7936 -19.9449 -5.2626
H -3.1883 -21.4931 -6.0731

---

65
Properties=species:S:1:pos:R:3 method="wB97M-V/def2-TZVPD" total_charge=+1 total_energy_ha=-1173.97800 de_lowest_ev=1.777 e_lumo_ev=-1.9 homo_energy_ev=-11.64 orbital_gap_ev=9.693
O 0.8044 -8.6068 13.5000
H 0.2142 -8.0849 14.0485
H 1.1896 -9.2830 14.0620
H 1.5056 -8.0623 13.1348
C 1.0513 -11.9743 16.6408
C 0.9766 -10.4817 16.2998
C 1.3834 -9.7079 17.5418
O 1.5592 -8.3388 17.2731
C 1.5615 -7.3999 18.3049
N 1.8517 -10.2400 15.1586
H 0.4126 -12.2900 17.4658
H 2.0539 -12.3143 16.9002
H 0.7368 -12.5723 15.7854
H -0.0279 -10.2357 15.9555
H 2.3504 -10.0889 17.8704
H 0.5554 -9.9346 18.2135
H 2.5867 -7.2982 18.6610
H 0.8212 -7.5450 19.0917
H 1.3751 -6.4005 17.9118
H 1.9718 -11.0966 14.6370
H 2.7496 -10.0235 15.5672
C 2.6401 -5.7686 10.7111
C 2.5543 -7.0694 11.4868
C 3.7397 -7.9744 11.3588
O 3.4837 -9.3465 11.8602
C 4.4741 -10.2959 11.5657
N 2.5258 -6.5686 12.8804
H 3.4826 -5.1580 11.0358
H 1.6539 -5.3252 10.8489
H 2.6597 -5.9969 9.6455
H 1.6536 -7.5744 11.1377
H 4.6752 -7.5747 11.7503
H 3.9665 -8.0140 10.2934
H 5.4177 -9.8937 11.9344
H 4.5772 -10.5477 10.5102
H 4.0536 -11.1439 12.1064
H 3.4146 -6.1547 13.1230
H 1.8223 -5.8537 12.9993
C -1.2795 -12.0348 11.6611
C 0.1766 -11.7797 12.3181
C 1.1908 -12.9809 12.3602
O 2.2529 -12.6122 13.2602
C 2.7676 -13.7722 13.9888
N 0.7950 -10.6722 11.5699
H -1.8928 -11.1379 11.7474
H -1.7514 -12.8766 12.1680
H -1.2028 -12.2327 10.5920
H 0.0437 -11.4787 13.3573
H 1.6142 -13.0872 11.3614
H 0.7131 -13.9454 12.5322
H 3.1992 -14.4713 13.2726
H 1.9637 -14.3128 14.4883
H 3.4436 -13.5534 14.8154
H 1.7594 -10.7279 11.8647
H 0.8738 -10.8674 10.5821
C -1.7669 -6.9799 14.8403
C -0.6792 -6.2643 15.6580
O 0.5445 -6.4479 15.0184
O -1.5480 -8.4129 14.9218
H -1.7736 -6.6616 13.7979
H -2.7774 -6.6833 15.1214
H -0.7298 -6.6228 16.6862
H -0.9019 -5.1976 15.6840
H 1.1654 -5.8226 15.3993
H -2.4272 -8.7498 15.1090

---

67
Properties=species:S:1:pos:R:3 method="wB97M-V/def2-TZVPD" total_charge=0 total_energy_ha=-1386.13671 de_lowest_ev=0.104 e_lumo_ev=0.7 homo_energy_ev=-9.34 smiles=OCCO.OCCO.OCCO.OCCO.CCO.CCO.CCO orbital_gap_ev=10.038
O -0.5672 0.9118 -0.6889
C -1.7248 1.3064 -1.4560
C -2.5779 0.0616 -1.9071
O -3.4046 -0.5340 -0.9534
H -0.3807 -0.0455 -0.7599
H -2.3651 1.8770 -0.7430
H -1.3961 1.8755 -2.3222
H -1.8848 -0.6917 -2.4187
H -3.1730 0.3968 -2.7037
H -3.0512 -0.3812 -0.0732
O 3.2193 0.1348 -0.1858
C 3.5488 1.3333 -0.8196
C 2.5338 2.4853 -0.8577
O 1.5822 2.2303 -1.8849
H 2.7807 -0.4971 -0.8283
H 4.3391 1.6819 -0.1215
H 4.0473 1.2146 -1.7479
H 2.9940 3.4342 -0.9880
H 2.0266 2.4092 0.1139
H 0.8053 1.7998 -1.4310
O -2.5257 -0.1633 1.4156
C -3.0914 -0.9620 2.4339
C -3.7212 -0.0806 3.5233
O -2.6670 0.8061 3.9373
H -1.8900 0.5441 1.7231
H -3.9041 -1.4626 1.9392
H -2.3389 -1.6188 2.8265
H -4.1488 -0.6454 4.3342
H -4.4526 0.5825 3.0755
H -1.9078 0.4142 4.3212
O -0.4211 1.6943 2.0609
C -0.6011 3.1385 2.2619
C -1.9160 3.6623 1.6432
O -2.9978 2.7440 1.9725
H -0.2278 1.5083 1.0875
H -0.6217 3.3668 3.3330
H 0.2943 3.6403 1.8578
H -1.8337 3.6827 0.5450
H -2.1822 4.6906 1.9201
H -2.7548 2.2819 2.7275
C 0.2891 -1.9009 2.4718
C 1.7855 -2.0556 2.4139
O 2.2381 -2.2095 3.7437
H -0.1769 -2.0270 1.5052
H 0.1051 -0.8877 2.7576
H -0.1151 -2.5798 3.2248
H 2.2274 -1.1139 2.0921
H 2.0765 -2.9346 1.7896
H 3.1314 -2.6127 3.6585
C 2.9285 -0.8811 -5.3914
C 3.2755 -0.2577 -4.0780
O 2.2326 -0.3590 -3.0869
H 2.8536 -1.9175 -5.2181
H 3.6097 -0.5675 -6.1879
H 1.9698 -0.5564 -5.6913
H 3.4968 0.8129 -4.3362
H 4.1796 -0.7122 -3.6016
H 1.8189 0.4309 -2.8555
C -0.8698 -3.5166 -0.5947
C 0.3871 -2.8913 -1.1306
O 0.0014 -1.6535 -1.7639
H -0.7113 -4.4548 -0.0392
H -1.5302 -3.7040 -1.4224
H -1.3894 -2.8234 0.0310
H 0.8909 -3.4891 -1.8698
H 1.0947 -2.6523 -0.3590
H 0.7582 -1.3121 -2.2236

---

72
Properties=species:S:1:pos:R:3 method="wB97M-V/def2-TZVPD" total_charge=+1 total_energy_ha=-1824.00616 de_lowest_ev=0.000 e_lumo_ev=-4.4 homo_energy_ev=-11.14 orbital_gap_ev=6.730
Rb 9.6229 15.1888 13.1396
Rb 10.0381 12.3876 15.5785
Rb 8.1356 15.5731 16.5803
Rb 11.0911 18.1204 17.9326
P 11.4045 15.6662 15.9951
O 10.8112 15.0184 17.2873
O 12.6696 16.4013 16.3840
O 10.3329 16.6318 15.4046
O 11.6261 14.5593 14.9143
C 15.0102 16.9363 13.0295
C 14.4747 15.5153 13.0225
O 13.0493 15.5164 12.8026
H 16.0939 16.9422 12.9091
H 14.8241 17.3720 14.0141
H 14.4867 17.5188 12.2774
H 14.6723 14.9964 13.9657
H 14.9302 14.9378 12.2122
H 12.6371 15.2468 13.6452
C 13.1029 11.1072 18.5794
C 12.6637 12.5496 18.6517
O 11.2518 12.6153 18.5037
H 12.6543 10.6460 17.6972
H 12.7164 10.5731 19.4519
H 14.1829 10.9945 18.5498
H 13.1718 13.1457 17.8856
H 12.9899 12.9929 19.6035
H 11.0564 13.4950 18.1180
C 15.5131 20.5420 16.8082
C 15.0782 19.1547 16.3854
O 13.6705 19.0210 16.6289
H 15.1947 20.7688 17.8225
H 15.0899 21.2879 16.1301
H 16.5991 20.6301 16.7469
H 15.6137 18.4264 17.0060
H 15.3016 18.9814 15.3323
H 13.4561 18.0723 16.5103
C 11.5405 19.2473 12.5288
C 11.7010 19.3493 14.0489
O 10.4850 19.2139 14.7558
H 11.2613 20.2107 12.1081
H 10.9039 18.4264 12.1962
H 12.5226 19.0105 12.0958
H 12.1063 20.3354 14.2928
H 12.4845 18.6795 14.4188
H 10.3022 18.2580 14.7799
C 16.9307 15.7285 18.0944
C 15.5758 15.2287 17.6472
O 14.5348 15.9638 18.2327
H 17.7026 15.0227 17.7806
H 16.9678 15.7842 19.1842
H 17.1531 16.7087 17.6762
H 15.4822 14.1479 17.8473
H 15.5230 15.2783 16.5433
H 13.8504 16.0925 17.5506
C 15.4676 12.0052 15.4478
C 14.1492 11.8271 14.6866
O 13.0457 12.3224 15.4180
H 15.7125 13.0719 15.4394
H 16.2775 11.5259 14.8949
H 15.3946 11.6560 16.4727
H 13.9608 10.7753 14.4743
H 14.2479 12.3810 13.7454
H 12.8531 13.2760 15.3231
C 11.1172 14.3704 21.6120
C 11.2129 15.5995 20.7308
O 10.0616 15.6683 19.8449
H 11.0746 13.4811 20.9840
H 10.2495 14.4641 22.2619
H 11.9990 14.2739 22.2513
H 12.1183 15.5631 20.1177
H 11.1881 16.4970 21.3487
H 10.3631 15.2360 19.0286